91
Properties=species:S:1:pos:R:3 method="wB97M-V/def2-TZVPD" energy_ev=-59640.0394 spin_multiplicity=1 orbital_gap_ev=6.7 lumo_energy_ev=0.562 total_charge=-1
C -0.32 1.25 0.20
O 0.06 2.35 -0.32
O -1.62 0.81 0.07
O 0.45 0.41 0.74
H -2.12 1.55 -0.38
C -0.17 -3.10 -1.15
C -0.67 -4.30 -1.98
C -0.34 -5.70 -1.30
C 0.65 -5.76 -0.09
C 0.92 -4.47 0.64
C 0.47 -3.15 0.09
N 0.93 -7.15 0.43
O 1.55 -7.25 1.59
O 1.29 -7.85 -0.48
H -0.29 -2.09 -1.53
H -1.36 -4.29 -2.83
H -0.67 -6.66 -1.85
H 1.40 -4.44 1.58
H 0.74 -2.30 0.59
C -3.26 -1.27 -3.38
O -4.39 -1.79 -3.59
N -2.67 -0.39 -4.08
C -1.25 0.04 -3.98
C -3.46 0.27 -5.25
H -2.61 -1.86 -2.57
H -0.83 -0.90 -4.01
H -1.15 0.58 -2.95
H -0.88 1.05 -4.67
H -3.19 1.15 -5.84
H -4.38 0.47 -4.96
H -3.64 -0.52 -6.00
C 5.67 -0.62 -0.18
O 6.94 -0.88 -0.17
N 4.85 -1.10 0.83
C 3.51 -1.18 0.71
C 5.37 -1.91 2.00
H 5.19 -0.23 -1.21
H 2.86 -0.67 1.60
H 3.23 -2.43 0.78
H 3.10 -0.83 -0.32
H 4.90 -1.48 2.80
H 6.27 -1.84 2.42
H 5.12 -2.79 1.64
C -1.58 -1.17 3.33
O -1.02 -0.89 4.39
N -2.35 -2.26 3.21
C -3.15 -2.40 1.98
C -2.27 -3.27 4.18
H -1.60 -0.40 2.38
H -3.84 -3.15 2.06
H -2.52 -2.68 1.11
H -3.91 -1.68 1.77
H -1.24 -3.54 4.10
H -2.97 -4.08 4.06
H -2.57 -2.90 4.93
C 0.13 2.99 5.46
O 0.28 3.44 6.61
N 0.33 3.82 4.56
C 0.29 3.34 3.09
C 0.66 5.22 4.68
H 0.13 1.99 5.24
H -0.65 3.69 2.40
H 0.19 2.33 2.59
H 1.16 3.86 2.56
H 0.64 5.90 3.85
H 1.69 5.36 5.31
H 0.14 5.55 5.60
C 2.28 0.51 -2.68
O 2.10 -0.52 -3.37
N 3.44 1.14 -2.59
C 3.51 2.21 -1.66
C 4.58 0.82 -3.54
H 1.58 1.00 -1.94
H 3.25 3.06 -2.15
H 4.37 2.26 -1.47
H 2.84 2.11 -0.83
H 4.80 -0.22 -3.66
H 5.40 1.48 -3.32
H 4.34 1.34 -4.54
C -2.48 4.64 -0.32
O -2.58 5.30 0.77
N -3.47 4.01 -0.84
C -3.38 3.27 -2.06
C -4.84 4.22 -0.31
H -1.53 4.38 -0.82
H -3.85 3.68 -2.94
H -4.11 2.54 -1.68
H -2.49 2.72 -2.54
H -5.67 3.56 -0.73
H -5.27 5.06 -0.44
H -4.96 3.64 0.54